# 1
66
Properties=species:S:1:pos:R:3:nbo_charge:R:1 method="wB97M-V/def2-TZVPD" smiles="CB(O)P(CC(=O)O)B(O)O.COCCOCCOC.COCCOCCOC" e_tot_ev=-49319.1452 homo_ev=-8.8 multiplicity=1
C 6.790 -8.309 1.629 -1.04
B 5.284 -8.140 2.012 0.79
O 4.910 -7.997 3.342 -0.94
P 3.968 -8.211 0.558 0.08
C 4.085 -6.429 -0.058 -0.76
C 3.103 -5.502 0.603 0.78
O 1.925 -5.539 0.413 -0.56
O 3.614 -4.598 1.488 -0.69
B 2.248 -8.390 1.516 0.90
O 1.859 -7.646 2.585 -0.88
O 1.428 -9.409 1.120 -0.89
H 7.093 -7.424 1.053 0.25
H 7.450 -8.406 2.491 0.24
H 6.925 -9.151 0.946 0.26
H 4.614 -7.117 3.590 0.50
H 5.117 -6.103 0.085 0.22
H 3.886 -6.426 -1.128 0.26
H 4.575 -4.570 1.415 0.48
H 2.572 -7.408 3.180 0.49
H 1.308 -9.460 0.168 0.50
C -0.507 2.627 -2.186 -0.25
O 0.181 1.511 -1.672 -0.54
C 1.324 1.190 -2.438 -0.09
C 2.194 0.192 -1.707 -0.09
O 3.013 0.775 -0.706 -0.54
C 2.379 1.057 0.533 -0.09
C 2.222 -0.157 1.422 -0.09
O 1.110 -0.928 1.023 -0.55
C 1.115 -2.206 1.626 -0.25
H -0.835 2.455 -3.218 0.16
H -1.384 2.792 -1.563 0.20
H 0.121 3.526 -2.161 0.16
H 1.910 2.097 -2.642 0.17
H 1.014 0.757 -3.401 0.17
H 2.888 -0.236 -2.434 0.18
H 1.580 -0.614 -1.297 0.20
H 1.412 1.541 0.381 0.20
H 3.042 1.760 1.041 0.18
H 2.090 0.175 2.463 0.16
H 3.140 -0.759 1.368 0.17
H 1.991 -2.784 1.324 0.18
H 0.220 -2.730 1.298 0.20
H 1.100 -2.127 2.720 0.16
C -4.054 5.061 2.336 -0.25
O -4.321 5.710 1.115 -0.54
C -3.145 5.931 0.363 -0.09
C -3.482 6.351 -1.050 -0.09
O -3.831 5.270 -1.900 -0.54
C -5.144 4.750 -1.755 -0.09
C -6.212 5.596 -2.410 -0.09
O -6.561 6.689 -1.583 -0.54
C -7.334 7.645 -2.268 -0.25
H -3.365 5.646 2.958 0.16
H -4.999 4.953 2.864 0.19
H -3.620 4.067 2.172 0.17
H -2.539 5.015 0.331 0.17
H -2.547 6.723 0.839 0.17
H -2.580 6.780 -1.490 0.19
H -4.261 7.118 -1.042 0.20
H -5.389 4.577 -0.705 0.20
H -5.125 3.786 -2.268 0.19
H -7.100 4.974 -2.591 0.17
H -5.842 5.958 -3.379 0.17
H -6.777 8.083 -3.105 0.16
H -7.587 8.431 -1.560 0.19
H -8.261 7.207 -2.657 0.16

# 2
69
Properties=species:S:1:pos:R:3:nbo_charge:R:1 method="wB97M-V/def2-TZVPD" total_charge=-1 e_tot_ev=-240138.6105 homo_ev=-2.7 multiplicity=1
O 5.968 0.240 2.421 -1.19
P 5.489 0.130 0.991 1.54
C 4.478 1.343 0.358 -1.04
C 3.112 1.497 1.030 -0.41
C 2.421 0.191 1.474 -0.49
C 0.946 0.273 1.807 0.28
F 0.531 -0.894 2.413 -0.36
Br 0.564 1.690 3.086 0.01
C 0.049 0.486 0.543 0.62
F 0.637 -0.024 -0.544 -0.32
F -0.153 1.775 0.279 -0.32
Br -1.718 -0.349 0.710 -0.02
H 4.942 -1.198 0.881 -0.22
H 6.560 0.015 0.079 -0.13
H 4.354 1.126 -0.716 0.20
H 2.457 2.037 0.332 0.19
H 3.215 2.139 1.915 0.20
H 2.914 -0.196 2.375 0.24
H 2.530 -0.551 0.676 0.23
C -3.260 3.515 -2.546 -0.84
S -3.191 3.050 -0.812 1.28
O -4.159 1.931 -0.654 -1.01
C -4.035 4.510 -0.186 -0.83
H -2.817 2.701 -3.119 0.27
H -4.301 3.657 -2.838 0.22
H -2.685 4.428 -2.701 0.23
H -5.023 4.577 -0.642 0.22
H -3.441 5.396 -0.408 0.23
H -4.127 4.390 0.892 0.24
C 8.421 1.472 5.200 -0.83
S 6.702 1.975 5.326 1.32
O 6.695 3.458 5.207 -1.00
C 6.544 1.645 7.094 -0.84
H 8.719 1.649 4.169 0.25
H 9.026 2.070 5.883 0.21
H 8.502 0.409 5.426 0.22
H 7.263 2.250 7.648 0.22
H 6.704 0.582 7.280 0.22
H 5.530 1.918 7.379 0.23
C -5.423 0.623 -3.071 -0.82
S -3.751 -0.022 -3.132 1.27
O -3.154 0.478 -4.404 -1.01
C -4.217 -1.731 -3.407 -0.83
H -5.345 1.699 -2.937 0.23
H -5.939 0.379 -3.999 0.23
H -5.935 0.182 -2.217 0.23
H -4.817 -1.810 -4.312 0.23
H -4.786 -2.089 -2.550 0.23
H -3.295 -2.302 -3.510 0.23
C -9.049 -3.536 -1.750 -0.83
S -8.757 -2.010 -2.651 1.26
O -7.398 -2.123 -3.241 -0.99
C -8.602 -0.959 -1.202 -0.83
H -9.125 -4.336 -2.483 0.24
H -8.210 -3.723 -1.081 0.23
H -9.982 -3.455 -1.192 0.22
H -7.795 -1.330 -0.571 0.24
H -9.547 -0.949 -0.659 0.23
H -8.368 0.045 -1.550 0.24
C 5.374 -4.272 -2.879 -0.84
S 4.314 -2.974 -2.217 1.26
O 5.194 -1.842 -1.863 -0.96
C 3.934 -3.815 -0.674 -0.84
H 5.764 -3.917 -3.830 0.23
H 6.196 -4.451 -2.184 0.23
H 4.790 -5.179 -3.034 0.22
H 4.862 -4.020 -0.141 0.23
H 3.385 -4.734 -0.883 0.21
H 3.319 -3.139 -0.084 0.25

# 3
74
Properties=species:S:1:pos:R:3:lowdin_charge:R:1 method="wB97M-V/def2-TZVPD" e_tot_ev=-466317.4424 homo_ev=-7.7 multiplicity=1
C 1.513 0.225 -2.600 0.03
N 1.700 -0.342 -3.933 -0.40
O 2.834 -0.411 -4.368 0.10
O 0.742 -0.901 -4.435 0.05
H 2.033 1.183 -2.609 0.12
H 2.078 -0.248 -1.797 0.10
H 0.503 0.588 -2.412 0.08
C -3.144 0.897 -2.348 -0.25
N -2.260 -0.236 -2.257 -0.41
O -1.110 -0.033 -2.625 -0.01
O -2.662 -1.290 -1.867 -0.17
H -3.781 0.945 -1.465 -0.03
H -3.646 0.651 -3.284 0.13
H -2.672 1.875 -2.446 0.04
C 2.573 -0.770 0.765 0.02
N 2.617 0.523 1.482 -0.34
O 1.624 1.288 1.375 -0.03
O 3.667 0.886 1.981 0.13
H 3.600 -1.062 0.551 0.14
H 2.036 -0.585 -0.165 0.09
H 1.986 -1.477 1.351 0.00
C -0.169 -3.669 1.630 -0.05
N 0.787 -3.216 0.622 -0.33
O 0.510 -3.422 -0.515 -0.17
O 1.852 -2.731 0.997 0.01
H 0.363 -3.732 2.580 0.11
H -0.612 -4.596 1.269 0.13
H -0.908 -2.874 1.729 -0.27
C -0.749 -1.236 -0.945 -0.40
N -0.167 -0.343 0.111 -0.14
O -0.584 0.828 0.204 -0.33
O 0.549 -0.864 0.936 -0.26
H -1.836 -1.154 -0.949 -0.02
H -0.461 -2.262 -0.715 -0.06
H -0.252 -0.957 -1.874 0.02
Br -1.754 -1.771 2.359 1.01
C -0.651 -0.192 2.797 -0.59
C 0.802 -0.513 2.837 -0.59
Br 0.985 -1.271 4.663 0.67
H -0.961 0.295 3.721 0.03
H -0.781 0.448 1.924 -0.12
H 1.501 0.322 2.805 0.08
H 1.192 -1.279 2.167 0.02
Br 2.971 -4.608 -3.305 0.63
C 1.065 -4.376 -2.980 -0.64
C 0.675 -2.934 -2.620 -0.43
Br -1.257 -2.803 -2.074 1.32
H 0.867 -5.093 -2.183 0.04
H 0.500 -4.680 -3.861 0.06
H 0.802 -2.177 -3.394 0.02
H 1.321 -2.513 -1.850 0.07
Br -3.290 0.038 3.759 0.73
C -2.978 1.427 2.384 -0.52
C -2.751 0.708 1.109 -0.49
Br -2.708 1.967 -0.485 1.24
H -2.172 2.107 2.661 0.07
H -3.874 2.043 2.466 0.08
H -3.472 -0.086 0.911 0.09
H -1.779 0.216 1.140 -0.01
C -0.649 1.648 1.639 -0.34
C -0.318 2.573 0.398 -0.22
O 0.773 3.459 0.911 -0.14
C 0.912 4.541 0.070 -0.34
C 1.936 5.429 0.678 -0.08
H -0.670 2.323 2.495 0.14
H -1.516 0.989 1.587 -0.09
H 0.125 0.911 1.852 0.06
H 0.065 1.918 -0.384 0.12
H -1.196 3.149 0.106 0.00
H 1.222 4.331 -0.953 0.11
H -0.083 4.965 -0.062 0.11
H 2.945 5.020 0.620 0.08
H 1.709 5.511 1.740 0.08
H 1.935 6.478 0.381 0.07

# 4
65
Properties=species:S:1:pos:R:3:nbo_charge:R:1 method="wB97M-V/def2-TZVPD" total_charge=-2 e_tot_ev=-93028.6568 homo_ev=-0.4 multiplicity=1
Cu -0.705 -1.439 0.823 0.85
S -4.571 -0.904 -0.027 2.60
O -3.880 -1.909 0.820 -1.14
O -3.677 0.213 0.008 -1.17
O -4.716 -1.349 -1.413 -1.11
O -5.895 -0.589 0.560 -1.11
C -1.004 -4.829 -1.951 -0.62
C -0.630 -5.803 -0.872 0.07
C 0.703 -6.533 -0.927 -0.62
O -0.601 -5.019 0.230 -0.95
H -0.083 -4.582 -2.478 0.15
H -1.385 -3.826 -1.760 0.23
H -1.660 -5.028 -2.799 0.17
H -1.447 -6.524 -0.845 0.08
H 1.447 -5.755 -1.101 0.18
H 0.736 -7.275 -1.724 0.15
H 0.977 -7.063 -0.015 0.19
C 2.748 4.951 -1.065 -0.26
O 1.643 4.708 -0.213 -0.55
C 0.956 3.426 -0.367 -0.06
C -0.047 3.258 -1.603 -0.26
N -0.089 1.852 -1.987 -0.62
C -0.716 1.809 -3.348 -0.27
C 0.267 2.132 -4.488 -0.09
O 0.528 0.955 -5.262 -0.54
C 1.508 0.131 -4.695 -0.25
H 3.411 5.659 -0.566 0.17
H 2.424 5.451 -1.978 0.16
H 3.500 4.184 -1.251 0.17
H 0.352 3.274 0.528 0.19
H 1.737 2.666 -0.322 0.17
H 0.365 3.875 -2.401 0.17
H -0.956 3.812 -1.366 0.19
H -0.854 1.571 -1.390 0.38
H -1.538 2.525 -3.389 0.18
H -1.275 0.888 -3.512 0.25
H 1.128 2.755 -4.243 0.17
H -0.266 2.710 -5.243 0.18
H 1.066 -0.483 -3.910 0.19
H 2.374 0.687 -4.335 0.15
H 1.895 -0.565 -5.440 0.18
C -2.550 2.999 3.668 -0.25
O -1.503 2.110 4.082 -0.58
C -1.879 0.771 4.398 -0.07
C -0.694 -0.179 4.598 -0.25
N 0.151 -0.063 3.467 -0.63
C 1.367 -0.772 3.726 -0.23
C 2.424 -0.673 2.573 -0.05
O 1.923 -1.082 1.329 -0.55
C 2.957 -1.158 0.395 -0.25
H -3.310 2.506 3.062 0.21
H -2.183 3.783 3.005 0.18
H -2.994 3.462 4.549 0.15
H -2.583 0.515 3.605 0.22
H -2.583 0.767 5.231 0.16
H -1.181 -1.150 4.513 0.22
H -0.246 0.011 5.574 0.16
H 0.257 0.941 3.447 0.37
H 1.086 -1.808 3.917 0.21
H 1.936 -0.407 4.581 0.16
H 3.258 -1.349 2.762 0.17
H 2.809 0.346 2.522 0.16
H 3.409 -0.192 0.168 0.16
H 2.659 -1.514 -0.591 0.21
H 3.699 -1.881 0.733 0.16

# 5
74
Properties=species:S:1:pos:R:3:lowdin_charge:R:1 method="wB97M-V/def2-TZVPD" e_tot_ev=-178500.1300 homo_ev="-10.0 / -10.0" multiplicity=2
Cu 5.652 1.310 0.405 0.63
O 5.273 3.705 0.526 0.07
H 4.309 3.635 0.384 0.02
As 3.267 -0.731 -0.076 0.93
F 3.272 -2.557 -0.313 -0.28
F 4.037 -1.135 1.570 -0.30
F 3.329 1.033 0.159 -0.28
F 2.748 -0.545 -1.798 -0.26
F 1.678 -0.835 0.620 -0.23
F 4.887 -0.550 -0.708 -0.26
C 5.066 2.498 -3.610 -0.31
O 6.035 3.099 -3.108 -0.02
N 3.811 2.621 -3.190 -0.17
C 2.698 1.956 -3.759 -0.07
C 3.414 3.423 -2.051 -0.06
H 5.211 1.879 -4.509 0.14
H 2.057 1.569 -2.967 0.07
H 3.011 1.022 -4.227 0.10
H 2.053 2.569 -4.388 0.10
H 3.241 2.829 -1.154 0.05
H 4.156 4.192 -1.835 0.09
H 2.494 3.998 -2.155 0.09
C -3.193 -6.240 -1.522 -0.06
C -3.247 -7.159 -0.259 -0.27
O -2.207 -6.981 0.691 -0.20
P -0.640 -7.251 0.447 0.49
O -0.285 -8.551 -0.199 -0.25
O -0.082 -5.860 -0.208 -0.20
C 1.144 -5.229 0.214 -0.23
C 0.803 -4.286 1.367 -0.09
O -0.129 -7.188 1.968 -0.20
C -0.460 -8.190 2.845 -0.30
C -1.901 -8.029 3.332 -0.07
H -2.951 -5.264 -1.100 0.07
H -2.344 -6.625 -2.086 0.07
H -4.068 -6.185 -2.169 0.07
H -4.148 -7.022 0.340 0.11
H -3.365 -8.188 -0.598 0.11
H 1.848 -5.964 0.604 0.12
H 1.528 -4.632 -0.613 0.11
H 0.527 -4.784 2.296 0.07
H 1.712 -3.710 1.541 0.06
H 0.120 -3.439 1.306 0.08
H -0.034 -9.131 2.496 0.12
H 0.208 -8.114 3.703 0.11
H -2.231 -6.998 3.457 0.09
H -2.618 -8.635 2.778 0.07
H -1.935 -8.537 4.295 0.07
C -4.117 7.459 -2.280 -0.07
C -3.977 6.765 -0.955 -0.35
O -2.939 5.863 -0.873 -0.20
P -1.791 5.875 0.372 0.54
O -0.909 7.046 0.475 -0.24
O -2.834 5.755 1.645 -0.21
C -2.676 4.822 2.779 -0.24
C -1.968 5.445 3.974 -0.07
O -1.026 4.465 0.358 -0.17
C -0.161 4.051 -0.594 -0.32
C 0.283 2.606 -0.320 -0.05
H -4.192 6.632 -2.985 0.08
H -5.039 8.040 -2.304 0.08
H -3.301 8.095 -2.623 0.08
H -3.990 7.510 -0.160 0.12
H -4.800 6.068 -0.798 0.12
H -3.747 4.751 2.967 0.11
H -2.317 3.816 2.565 0.11
H -2.297 6.474 4.118 0.08
H -2.316 4.831 4.805 0.08
H -0.884 5.436 3.858 0.08
H -0.671 4.160 -1.552 0.13
H 0.785 4.591 -0.599 0.11
H 0.655 2.563 0.703 0.08
H -0.544 1.896 -0.314 0.08
H 1.022 2.193 -1.007 0.04

# 6
68
Properties=species:S:1:pos:R:3:nbo_charge:R:1 method="wB97M-V/def2-TZVPD" smiles="O=S(=O)(O)CCCPS(=O)(=O)F.COCCOC.COCCOC.COCCOC" e_tot_ev=-72365.6103 homo_ev=-8.8 multiplicity=1
O 2.468 -0.504 1.798 -0.93
S 3.096 -0.974 0.605 2.37
O 4.490 -0.757 0.375 -0.92
O 2.272 -0.301 -0.578 -0.88
C 2.783 -2.726 0.434 -0.69
C 1.489 -3.188 -0.227 -0.42
C 0.189 -2.783 0.515 -0.72
P -0.661 -1.494 -0.481 0.38
S -2.566 -1.324 0.511 2.13
O -2.460 -1.801 1.850 -0.90
O -3.104 -0.040 0.215 -0.90
F -3.494 -2.360 -0.256 -0.50
H 2.468 -0.713 -1.432 0.50
H 3.657 -3.108 -0.095 0.26
H 2.822 -3.086 1.464 0.26
H 1.449 -2.885 -1.279 0.22
H 1.545 -4.277 -0.247 0.24
H 0.384 -2.382 1.510 0.26
H -0.448 -3.658 0.641 0.25
H -1.099 -2.279 -1.572 -0.01
C 0.842 -3.261 -4.634 -0.26
O 0.823 -4.169 -3.545 -0.57
C -0.351 -4.966 -3.481 -0.09
C -0.123 -6.350 -4.051 -0.09
O 0.151 -6.310 -5.438 -0.55
C 1.523 -6.452 -5.755 -0.25
H 1.855 -2.870 -4.711 0.19
H 0.578 -3.754 -5.572 0.19
H 0.150 -2.429 -4.464 0.17
H -1.179 -4.478 -4.007 0.18
H -0.627 -5.059 -2.425 0.18
H -1.032 -6.941 -3.906 0.19
H 0.692 -6.843 -3.510 0.17
H 1.862 -7.478 -5.579 0.17
H 2.146 -5.768 -5.173 0.17
H 1.633 -6.223 -6.814 0.19
C 3.497 4.151 4.878 -0.25
O 3.895 2.953 4.244 -0.55
C 2.961 2.478 3.284 -0.09
C 3.374 2.818 1.868 -0.09
O 3.373 4.220 1.636 -0.55
C 4.659 4.803 1.694 -0.25
H 4.350 4.513 5.450 0.19
H 3.200 4.914 4.155 0.18
H 2.663 3.973 5.566 0.17
H 1.969 2.897 3.483 0.17
H 2.900 1.392 3.383 0.20
H 2.654 2.372 1.178 0.19
H 4.360 2.394 1.649 0.18
H 5.259 4.519 0.822 0.16
H 5.195 4.512 2.600 0.18
H 4.525 5.884 1.689 0.19
C -5.003 2.206 1.976 -0.26
O -4.388 3.414 2.396 -0.55
C -3.770 4.128 1.341 -0.09
C -4.617 5.289 0.864 -0.09
O -5.832 4.863 0.273 -0.55
C -6.945 4.946 1.142 -0.25
H -5.593 1.839 2.815 0.19
H -5.662 2.368 1.119 0.17
H -4.252 1.460 1.712 0.19
H -3.553 3.458 0.502 0.18
H -2.819 4.519 1.715 0.18
H -4.058 5.845 0.106 0.18
H -4.817 5.967 1.702 0.17
H -7.233 5.990 1.312 0.16
H -6.742 4.473 2.105 0.18
H -7.772 4.430 0.657 0.19